77
Properties=species:S:1:pos:R:3:forces:R:3 method="wB97M-V/def2-TZVPD" smiles=FC(F)C(F)(F)COC(F)(F)C(F)F.FC(F)C(F)(F)COC(F)(F)C(F)F.FC(F)C(F)(F)COC(F)(F)C(F)F.Ic1cccc2c1Nc1ccccc1S2 lumo_energy_ev=-0.4052 homo_lumo_gap_ev=7.66 spin_multiplicity=1 homo_energy_ev=-8.06
I -0.50482 0.91881 -0.78338 0.005 1.992 -1.017
C -0.47910 2.89215 -1.81895 0.317 4.352 -2.031
C 0.87862 3.82132 -1.77155 -2.999 1.831 -2.312
C 0.90262 5.27548 -2.57563 -3.711 -1.795 -0.676
C -0.41704 5.80876 -3.43215 -0.282 -4.100 2.416
C -1.75983 4.86754 -3.43632 2.513 -1.336 2.115
C -1.83324 3.42754 -2.64191 3.262 1.409 0.005
N -3.05287 2.53279 -2.63010 -0.040 3.062 -0.508
C -4.34981 3.30281 -2.51382 -4.387 0.959 0.902
C -5.53092 2.63877 -1.56617 -0.940 4.278 -2.336
C -6.97895 3.43707 -1.45282 2.353 1.130 -1.695
C -7.31859 4.86718 -2.21304 4.281 -1.993 -0.718
C -6.13828 5.53396 -3.14833 0.103 -4.086 2.631
C -4.72037 4.71308 -3.27084 -1.431 -1.203 1.819
S -3.33042 5.44968 -4.35580 0.327 -1.618 2.361
H 1.86895 3.54283 -1.19773 -2.451 0.355 -1.238
H 1.83739 5.99634 -2.58542 -2.045 -1.895 0.199
H -0.45833 6.81387 -4.03510 0.247 -2.210 1.438
H -3.06655 1.84673 -3.41633 0.039 1.064 0.648
H -5.38122 1.62755 -0.99628 -0.218 2.236 -1.274
H -7.79207 2.92802 -0.76037 1.829 1.298 -1.677
H -8.36037 5.41845 -2.12251 2.460 -1.437 -0.097
H -6.35488 6.55559 -3.67771 0.790 -2.289 1.038
C 0.49381 1.65121 4.01644 -1.072 -0.461 0.270
C 0.89976 2.95421 3.31443 -0.290 0.419 0.832
C 1.99798 2.80238 2.26642 0.496 0.392 -0.792
F 3.15385 2.34451 2.79620 -0.228 0.307 -0.281
F 2.28881 4.00505 1.70131 -0.299 -0.009 0.144
F 1.23590 3.88090 4.25158 0.123 -0.245 -0.364
F -0.21759 3.44524 2.69227 0.433 -0.390 -0.211
O 1.08657 1.41518 5.29603 1.939 -0.210 -0.564
C 2.37691 0.80740 5.26918 -2.051 -0.379 -0.752
C 3.47081 1.70925 5.85338 0.703 0.756 0.240
F 3.57203 2.87788 5.16976 -0.252 -0.497 0.375
F 4.69030 1.11205 5.77993 -0.517 -0.265 -0.070
F 2.65042 0.39351 4.00878 0.395 -0.237 0.890
F 2.26708 -0.32430 6.01688 0.376 0.527 0.115
H -0.57979 1.73593 4.22926 0.314 0.217 0.051
H 0.57178 0.77658 3.35941 0.235 0.320 0.049
H 1.68909 2.12643 1.46467 -0.176 -0.069 0.087
H 3.26562 1.94842 6.90050 -0.176 -0.177 -0.072
C -1.13307 -4.08679 -4.25856 0.836 -0.491 0.696
C -2.54028 -4.51243 -4.69905 -0.213 0.250 0.969
C -2.87537 -4.20798 -6.15593 -0.700 -0.113 -0.810
F -2.83627 -2.88445 -6.42627 -0.210 -0.482 -0.028
F -4.13767 -4.61942 -6.45198 0.196 -0.140 0.299
F -3.45709 -3.96514 -3.85647 0.171 -0.071 -0.451
F -2.63077 -5.86696 -4.51540 0.178 0.250 -0.489
O -1.04077 -2.83728 -3.56963 -0.601 1.108 -1.492
C -0.95106 -1.68409 -4.40461 1.404 -1.633 0.378
C -2.14712 -0.73840 -4.24226 -0.854 0.284 0.121
F -3.31679 -1.35593 -4.54855 0.501 0.152 0.271
F -2.04458 0.33030 -5.07686 0.362 -0.218 0.102
F -0.75607 -2.07425 -5.68698 0.078 0.820 0.452
F 0.19201 -1.04680 -4.03164 -0.812 0.115 -0.058
H -0.80366 -4.82693 -3.51777 -0.311 0.216 -0.054
H -0.39640 -4.16604 -5.06712 -0.386 0.136 0.011
H -2.19165 -4.72380 -6.83532 0.111 -0.042 0.134
H -2.22005 -0.36932 -3.21550 0.258 -0.140 0.034
C 3.52886 -3.19915 4.74650 0.058 0.999 0.712
C 2.48893 -3.69983 3.73491 0.482 0.737 -0.505
C 2.24621 -5.20584 3.75740 -0.551 -0.810 -0.346
F 3.35933 -5.91013 3.45525 -0.536 0.109 -0.029
F 1.31310 -5.55337 2.83064 0.002 0.344 0.107
F 2.83465 -3.27367 2.49038 -0.135 -0.345 0.280
F 1.30574 -3.07346 4.02538 0.106 -0.469 0.216
O 4.84809 -2.98495 4.23842 0.364 -1.887 -0.457
C 5.68299 -4.14101 4.19875 -0.879 1.165 1.620
C 6.09372 -4.52873 2.77319 0.121 -0.276 -0.943
F 5.01213 -4.79771 1.99789 0.384 0.310 0.339
F 6.85912 -5.65272 2.77154 -0.145 0.329 0.436
F 5.07943 -5.15202 4.86830 0.882 0.138 -0.306
F 6.78909 -3.82213 4.92451 -0.191 -0.215 -0.732
H 3.19753 -2.20149 5.06271 0.078 -0.250 -0.351
H 3.53496 -3.78858 5.67130 -0.032 -0.108 -0.393
H 1.87998 -5.53306 4.73409 0.041 0.159 0.074
H 6.65948 -3.72464 2.29453 -0.035 0.065 0.251

53
Properties=species:S:1:pos:R:3:forces:R:3 method="wB97M-V/def2-TZVPD" lumo_energy_ev="-9.4533 / -12.8746" e_above_lowest_ev=0.0000 homo_lumo_gap_ev="7.17 / 3.77" spin_multiplicity=5 homo_energy_ev="-16.62 / -16.65" total_charge=+3 s_squared=6.05
Ru 0.02442 -0.08153 -0.29958 -0.109 0.213 0.821
I -2.42386 0.56579 -0.88488 0.131 0.003 0.147
C -2.95119 0.50270 -2.91959 0.125 -0.071 0.071
C -4.25278 0.90260 -3.04159 -0.110 0.003 -0.208
C -4.84549 0.98345 -4.31515 -0.055 0.037 0.181
C -4.09795 0.67053 -5.40426 0.080 -0.032 -0.101
C -2.74555 0.26032 -5.28293 -0.005 -0.004 -0.020
C -2.03048 -0.03144 -6.46735 -0.095 0.033 -0.024
C -0.72569 -0.42062 -6.43483 0.104 -0.030 0.035
C -0.09354 -0.53961 -5.19314 0.029 0.008 -0.086
C -0.74483 -0.28324 -3.99911 -0.165 0.085 0.069
P 0.37473 -0.55344 -2.62205 0.280 -0.157 -0.568
C 0.87016 -2.26092 -2.65933 0.178 -0.084 0.117
C 2.10085 -2.65417 -2.03176 -0.193 0.057 -0.097
C 2.51400 -3.95550 -2.09998 -0.047 -0.049 -0.023
C 1.69388 -4.90775 -2.72930 -0.133 0.026 -0.059
C 0.45559 -4.54081 -3.31551 0.168 -0.102 0.069
C 0.03670 -3.24210 -3.26305 0.010 0.094 0.088
C 1.81183 0.51218 -2.78610 -0.009 -0.038 -0.004
C 3.00132 0.11660 -3.40772 0.004 0.011 0.036
C 4.02843 1.03491 -3.54984 -0.013 -0.032 0.011
C 3.88171 2.33162 -3.06861 -0.009 0.029 0.021
C 2.70435 2.72543 -2.44169 0.050 0.004 0.003
C 1.66960 1.81795 -2.29852 -0.044 0.022 0.016
C -2.11106 0.14809 -4.00627 -0.056 0.011 -0.047
H -4.84415 1.16492 -2.17295 -0.011 0.006 -0.013
H -5.87487 1.29978 -4.40779 0.001 -0.007 0.009
H -4.52587 0.73279 -6.39667 0.015 -0.002 0.000
H -2.54687 0.07052 -7.41388 -0.006 -0.004 0.010
H -0.18232 -0.63419 -7.34452 0.011 0.001 0.011
H 0.94804 -0.84304 -5.18445 0.004 0.006 0.003
H 2.70271 -1.91104 -1.52783 -0.018 0.022 0.009
H 3.45561 -4.26030 -1.66445 -0.008 -0.012 0.000
H 2.00100 -5.94656 -2.75173 0.007 0.013 -0.023
H -0.14679 -5.29233 -3.80829 0.011 -0.013 0.021
H -0.90280 -2.95255 -3.71448 0.000 0.023 -0.007
H 3.12173 -0.88711 -3.79640 -0.010 0.026 -0.031
H 4.94329 0.74309 -4.04811 -0.003 0.002 -0.004
H 4.68660 3.04395 -3.19212 0.001 -0.003 -0.004
H 2.59212 3.73966 -2.08332 -0.006 -0.004 0.001
H 0.73385 2.14992 -1.85178 -0.023 0.010 -0.033
O 1.81119 -0.66138 0.37641 -0.161 0.030 -0.037
N 2.12780 -0.42084 1.67614 0.015 -0.021 -0.086
C 3.32159 -0.85218 2.09918 -0.003 0.020 0.036
C 3.70608 -0.62649 3.40611 0.046 -0.019 -0.003
C 2.85172 0.04435 4.27014 -0.011 0.012 0.017
C 1.62023 0.47837 3.80552 0.000 -0.002 0.007
C 1.26549 0.23931 2.48407 0.047 -0.035 -0.011
S -0.23116 0.77030 1.80596 -0.003 -0.086 -0.324
H 3.92405 -1.36212 1.36278 -0.005 0.002 -0.008
H 4.67436 -0.97977 3.73196 -0.003 -0.001 0.001
H 3.14247 0.22923 5.29557 -0.009 -0.004 0.002
H 0.92323 1.00335 4.44481 0.008 0.003 0.008

69
Properties=species:S:1:pos:R:3:forces:R:3 method="wB97M-V/def2-TZVPD" lumo_energy_ev="-0.5858 / -2.7954" e_above_lowest_ev=0.2755 homo_lumo_gap_ev="8.04 / 5.94" spin_multiplicity=4 homo_energy_ev="-8.62 / -8.73" s_squared=3.77
V 0.24201 0.74966 0.15208 -0.392 -0.353 -0.077
C -2.56141 0.71894 -3.23633 -0.360 -0.480 -1.137
C -1.29779 0.66438 -2.72317 2.963 -1.143 1.236
N -1.22822 0.95957 -1.40247 -1.433 1.273 -1.678
N -2.52141 1.41275 -1.11493 0.046 -1.403 -0.455
C -3.30935 1.13746 -2.19800 -1.355 1.126 1.846
B -2.91138 1.48799 0.36935 0.540 -0.501 0.599
N -2.52597 0.10484 1.03174 -0.661 -0.293 -0.359
C -3.37742 -0.84057 1.46064 -0.263 0.087 0.023
C -2.65988 -1.88294 2.06519 -0.033 0.800 0.028
C -1.34260 -1.43480 1.93497 1.808 -1.103 -0.022
N -1.26426 -0.28571 1.22759 0.193 -0.485 1.224
N -2.03504 2.60324 1.09487 -1.290 -1.227 -0.927
C -2.42687 3.84684 1.42024 -1.262 -0.607 -0.780
C -1.31072 4.63129 1.46221 1.164 0.814 0.800
C -0.25067 3.75926 1.19018 -0.315 -0.854 0.496
N -0.72145 2.50724 0.96264 1.472 1.493 -0.006
N -4.36486 1.70843 0.70464 0.405 -0.030 -0.802
C -4.79073 1.87123 1.95430 -0.161 0.384 2.129
C -6.07677 2.37522 1.98608 1.496 -0.545 -1.385
C -6.28311 2.47258 0.59006 -3.677 1.217 1.098
N -5.34148 2.06420 -0.16559 1.669 -0.104 -1.086
H -2.93218 0.36270 -4.19332 0.306 0.311 0.244
H -0.38421 0.27052 -3.19787 -0.566 0.398 0.251
H -4.38881 1.25362 -2.11527 0.448 0.185 0.010
H -4.42090 -0.63141 1.25702 0.083 -0.521 0.381
H -3.00597 -2.78636 2.59144 0.160 0.777 -0.555
H -0.40676 -1.96894 2.30812 -1.360 1.014 -0.801
H -3.51387 3.97924 1.44697 0.686 0.498 0.277
H -1.14463 5.65658 1.81096 -0.491 -0.522 -0.384
H 0.79348 3.97611 1.34013 0.147 -0.202 -0.464
H -4.09299 1.70417 2.75130 0.042 -0.220 0.323
H -6.74964 2.62730 2.78212 0.137 -0.011 0.134
H -7.19462 2.88499 0.19124 -0.109 -0.155 -0.481
C 3.12496 0.28901 3.27608 1.461 -0.782 -0.646
C 2.66540 0.52341 1.85165 -0.443 0.382 0.797
O 1.41836 0.62674 1.73558 0.935 -0.274 0.233
C 3.59843 0.80149 0.73870 -3.241 0.457 -0.912
C 4.93431 0.48207 0.72788 0.969 -0.618 1.451
C 5.74603 0.69558 -0.35017 -2.115 0.836 -0.880
C 5.18458 1.23611 -1.52282 -0.010 0.857 -0.639
C 3.83516 1.61981 -1.57592 0.550 -1.313 1.558
C 2.97897 1.33797 -0.47192 0.722 0.133 0.053
O 1.68562 1.62180 -0.61524 1.150 0.646 -0.058
H 3.43726 1.21552 3.68655 0.164 1.318 0.295
H 4.06822 -0.28883 3.30179 -0.632 -0.059 -0.069
H 2.40703 -0.12229 3.97718 -0.341 -0.231 -0.529
H 5.32841 -0.06312 1.60517 -0.087 0.632 -0.550
H 6.74123 0.44168 -0.29689 2.054 -0.591 -0.046
H 5.84210 1.42134 -2.41908 -0.813 -0.283 1.052
H 3.33783 2.00337 -2.42959 -0.040 0.379 -0.815
O -1.58561 -2.73538 -3.15118 -0.601 -0.059 -0.238
C -0.99942 -2.50297 -2.08664 1.465 -0.106 -0.263
O -1.75758 -1.92958 -1.25181 0.332 -0.399 -0.150
C 0.45604 -2.90752 -1.89242 -2.144 0.161 0.398
C 0.87918 -4.10223 -2.43781 0.573 -0.565 0.157
C 2.16231 -4.57787 -2.09375 -1.000 0.362 -0.291
C 2.97456 -3.92361 -1.19351 -1.701 0.878 0.031
C 2.43163 -2.79294 -0.61314 1.330 0.776 0.275
C 1.22859 -2.14690 -0.99185 0.586 0.972 0.203
O 0.95114 -0.92533 -0.66681 -0.014 -1.369 0.028
N 3.24543 -2.16438 0.46518 -1.120 -1.305 0.269
O 4.44739 -2.06328 0.36907 -0.374 -0.214 -0.173
O 2.58953 -1.93574 1.48114 0.693 0.198 -0.337
N 2.64119 -5.76698 -2.75354 -0.381 0.663 -0.762
O 1.79607 -6.49256 -3.23639 0.189 -0.610 0.013
O 3.83938 -5.86361 -2.89288 0.461 -0.606 0.202
H 0.24264 -4.70060 -3.11416 0.430 0.527 0.501
H 3.92410 -4.26981 -0.89764 0.954 -0.410 0.139

66
Properties=species:S:1:pos:R:3:forces:R:3 method="wB97M-V/def2-TZVPD" lumo_energy_ev="-1.4971 / -2.1903" e_above_lowest_ev=3.3982 homo_lumo_gap_ev="5.85 / 5.15" spin_multiplicity=2 homo_energy_ev="-7.34 / -7.34" s_squared=0.75
Yb -0.64441 -0.60155 -0.01850 0.286 1.394 -0.811
C 4.09723 -3.82808 2.99065 -0.617 -0.861 1.050
N 4.51468 -2.96990 1.90249 0.304 0.777 -0.596
C 5.86183 -2.69812 1.56354 -1.987 -0.002 -1.658
C 5.81575 -2.06342 0.36108 -0.023 -0.125 0.546
N 4.47371 -1.89575 -0.03344 0.482 -0.190 1.266
C 3.64424 -2.35982 0.97671 3.441 -0.534 0.495
S 2.09770 -2.09623 1.33197 -2.891 0.256 0.306
C 4.02544 -1.21311 -1.19818 -0.058 0.386 -0.133
C 4.71564 -0.10658 -1.71220 0.211 0.468 0.684
C 4.16752 0.56581 -2.77959 -0.547 -0.939 -1.591
C 3.13459 -0.08279 -3.54150 1.466 0.726 2.204
C 2.52652 -1.13425 -2.88861 -0.019 0.417 0.118
N 2.89457 -1.64855 -1.69463 -0.019 -0.137 -1.209
H 3.00422 -3.82999 3.13652 0.437 0.560 -0.417
H 4.51058 -3.56940 4.00788 0.011 -0.106 -1.322
H 4.29025 -4.88914 2.73108 0.405 0.567 0.260
H 6.70269 -3.10974 2.07302 0.166 -0.048 0.362
H 6.65584 -1.72333 -0.22479 -0.288 -0.033 -0.153
H 5.62091 0.32817 -1.26654 -0.567 -0.414 0.178
H 4.59810 1.52830 -3.03820 -0.065 -0.208 -0.357
H 2.78949 0.23196 -4.50420 -0.183 0.409 -0.129
H 1.62663 -1.47056 -3.36149 -0.414 -0.790 0.197
O 1.16241 0.62122 -0.65931 -1.089 -2.483 -0.186
N 1.03478 1.84515 -0.22066 0.592 2.226 0.697
C 1.63719 2.10181 0.99572 -1.885 2.536 -0.677
C 1.35932 3.36467 1.59143 1.357 -1.887 0.116
C 0.63927 4.33516 0.89946 -1.227 -0.917 -2.746
C 0.21408 4.08534 -0.43305 0.117 -0.232 1.283
C 0.44765 2.80617 -1.06156 0.048 0.745 0.872
S 0.01871 2.48112 -2.65517 -0.144 -0.381 0.226
H 2.21963 1.25823 1.34831 -0.138 0.248 0.308
H 1.77113 3.56907 2.58193 -0.164 -0.098 -0.321
H 0.27862 5.24737 1.32616 0.317 0.402 0.488
H -0.41116 4.82023 -1.00362 0.899 -0.805 0.637
Cl -5.36611 0.78077 5.80665 -0.799 0.160 0.716
C -4.25084 1.00243 4.56070 2.001 -0.836 -1.905
C -4.19700 2.14322 3.73567 -0.998 -0.336 -0.291
C -3.40978 2.19040 2.59449 0.601 -1.478 1.486
Cl -3.44978 3.62000 1.70868 0.160 1.013 -0.865
C -2.47515 1.11438 2.24875 -0.875 0.027 1.762
O -1.70568 1.15638 1.25209 1.170 -0.710 -1.705
C -2.39594 0.04179 3.22811 -1.654 1.113 -1.483
C -1.44903 -1.00805 2.99261 0.753 -1.874 -1.226
O -1.26003 -1.70992 1.91528 -0.005 2.859 2.142
C -3.37006 -0.03099 4.25137 0.374 0.137 0.747
H -4.96171 2.91634 3.90109 0.691 -0.110 -0.034
H -0.76905 -1.17837 3.85903 -0.419 -0.705 -0.452
H -3.45328 -0.96920 4.78555 0.089 0.097 0.311
C -3.69017 2.12309 -1.37229 0.758 1.280 0.552
C -3.51916 0.78338 -1.88771 -2.503 -0.738 -0.197
N -2.68064 -0.13181 -1.45190 1.854 0.311 -0.543
C -2.74360 -1.16629 -2.34064 -2.313 -1.050 -1.622
C -3.87267 -0.96367 -3.17924 1.613 -0.166 0.964
N -4.37124 0.28379 -2.86002 2.546 -0.309 1.188
C -4.55230 -1.77069 -4.20077 -1.519 0.193 -0.575
O -3.98039 -2.90383 -4.55404 0.259 -0.562 0.379
O -5.63052 -1.33112 -4.64694 2.259 -1.094 0.518
C -1.73444 -2.31261 -2.30122 -4.715 -2.486 -2.023
O -2.15489 -3.45459 -2.78574 2.214 3.293 1.198
O -0.67710 -2.01431 -1.72891 1.614 -0.071 1.481
H -3.00229 2.76100 -1.97662 -0.359 -0.090 0.585
H -3.35023 2.13853 -0.31423 -0.298 0.221 -0.902
H -4.71483 2.50355 -1.48562 0.312 -0.192 0.150
H -5.09380 0.79274 -3.35469 0.118 -0.318 0.037
H -3.21364 -3.30579 -3.92218 -1.142 1.496 -0.379